Entry from the Open Molecules 2025 dataset: a molecular structure, C47H53CsN4O3P2S (ωB97M-V/def2-TZVPD).

Results
HOMO energy in eV: -2.15
Energy relative to the best compared isomer or geometry (same formula, charge and spin) in kJ/mol: 0.0

```
! wB97M-V def2-TZVPD RIJCOSX def2/J DEFGRID3
* xyz -2 1
H -7.573 0.583 -0.183
C 0.233 -3.681 -5.823
C 3.327 -2.320 -1.722
H 1.418 4.418 -1.874
H 0.895 -0.414 -6.344
C 2.595 1.230 2.315
H 5.814 -3.700 3.266
H 1.378 5.559 0.976
H 0.929 2.737 -0.112
H -0.778 5.696 1.367
C -1.243 3.236 2.828
C 0.606 -2.527 -6.517
C 4.161 2.574 3.544
C -2.188 3.285 5.100
H -1.824 -0.911 -2.665
H 2.611 4.420 0.418
H 2.236 -0.757 5.017
H -3.882 0.391 -2.133
C -0.752 3.592 0.702
H 4.421 -4.638 2.727
H -0.337 -4.536 -3.938
H 3.310 -1.229 -1.699
H -0.243 3.818 -1.988
H -1.262 -4.164 4.245
C 1.621 4.495 0.872
H -2.297 0.543 1.183
C -6.692 0.166 0.289
C 0.608 -3.723 5.210
C 3.907 -2.879 -0.421
C 2.007 -4.014 1.448
H -7.789 -1.157 1.587
C 3.611 1.907 -1.157
N -0.596 2.728 1.875
C 0.270 -1.237 -4.477
C 2.057 1.953 4.538
H 4.873 -1.639 2.194
C -4.277 0.086 0.539
P 0.085 0.396 3.164
H 0.866 -2.564 -7.568
H 2.343 0.726 1.392
C 3.817 1.885 2.389
N 2.823 1.047 -1.087
H 4.034 -3.965 -0.482
N -2.360 1.003 -0.780
H 3.540 3.152 5.518
H -2.510 -0.016 -4.000
C -1.971 0.104 -3.051
C 5.053 -3.782 2.486
C -4.360 -0.922 1.574
C -1.220 0.765 5.658
H 1.901 -4.060 2.538
N -0.697 0.764 -3.302
H 0.083 5.428 -1.298
H -1.410 3.059 0.010
H 4.475 1.894 1.528
H -2.343 5.128 0.734
C -5.425 0.599 -0.063
H 0.156 -5.044 0.984
C 1.700 1.255 3.385
P 2.914 -2.443 1.083
O -3.331 -1.403 2.133
C -0.923 1.322 4.415
H 4.903 -2.452 -0.262
H -3.042 3.251 7.067
H -2.183 0.972 7.559
C 0.449 4.396 -1.372
C -6.802 -0.809 1.293
H -5.319 1.386 -0.803
H 2.306 -2.657 -1.915
H 2.458 -2.999 6.027
C -0.496 -3.419 4.423
H 2.601 -4.882 1.145
H -3.041 1.907 -2.506
H 5.104 3.104 3.597
C -1.973 1.443 6.606
C -0.071 -3.635 -4.480
C 0.620 -4.070 0.807
O -0.190 -2.414 -2.456
C 1.590 -2.764 5.422
S 4.731 3.117 -1.237
C 0.622 -1.328 -5.822
H 0.627 -3.908 -0.275
H -0.855 -0.226 5.894
O -1.848 4.445 2.616
H -2.569 4.266 4.852
C -2.929 0.595 0.287
H 5.562 -4.000 1.545
H -1.482 -1.933 3.218
C 3.280 2.606 4.618
H -5.797 -2.072 2.702
C -1.439 2.604 4.144
Cs 0.126 -0.570 -0.475
C 0.597 3.770 0.007
H 1.125 0.740 -4.106
C -1.447 4.838 1.280
H 3.722 -2.296 3.331
C -0.617 -2.164 3.840
H 0.191 -4.632 -6.346
C -2.454 2.714 6.332
C -5.694 -1.327 1.920
C 1.465 -1.502 4.854
H 1.372 1.997 5.377
C 0.363 -1.191 4.060
C -2.906 0.891 -2.118
H 0.709 -4.709 5.649
H 1.672 4.053 1.871
C 4.229 -2.502 2.385
C -0.008 -2.428 -3.721
C 0.234 0.137 -3.906
H 3.935 -2.634 -2.574
H -0.058 -3.329 1.237
*
```